The following is a quantum chemistry calculation of a single C19H31N3O3S molecule, from the OMol25 dataset.

Calculated values
SMILES: CCCS(=O)(=O)N1CCC[C@H](C(=O)NCCCN(C)c2ccccc2)C1
Molar mass, g mol⁻¹: 381.54
LUMO energy, eV: 0.738
Energy relative to the best compared isomer or geometry (same formula, charge and spin), kcal per mole: 4.4

Last column: natural (NBO) charge in e.
Positions of all 57 atoms, in Å:
1 C 2.0686 -4.2584 2.1106  -0.61
2 H 1.9735 -5.2235 1.6172  0.20
3 C 2.3601 -3.1648 1.0903  -0.42
4 C 1.2064 -2.9712 0.1224  -0.64
5 H 0.8084 -3.9122 -0.2446  0.23
6 H 1.4685 -2.3180 -0.7053  0.26
7 S -0.1701 -2.1165 0.9385  2.31
8 O -0.8341 -3.0101 1.8465  -0.95
9 O 0.3212 -0.8769 1.4831  -0.98
10 N -1.1414 -1.7937 -0.3960  -0.68
11 C -1.4067 -0.3906 -0.6212  -0.23
12 H -0.4607 0.1376 -0.5017  0.24
13 C -2.4680 0.1234 0.3632  -0.33
14 C -2.6508 1.6207 0.1541  0.69
15 O -3.5611 2.1120 -0.4796  -0.63
16 N -1.6792 2.3408 0.7565  -0.62
17 H -0.8982 1.8418 1.1518  0.41
18 C -1.5169 3.7566 0.5298  -0.23
19 C -0.5343 4.0555 -0.6062  -0.41
20 H -0.6330 5.1058 -0.8869  0.21
21 H -0.8266 3.4478 -1.4627  0.21
22 C 0.9391 3.8045 -0.2482  -0.21
23 N 1.2488 2.4377 0.1222  -0.47
24 C 1.7479 1.5643 -0.8237  0.27
25 C 2.5577 0.4776 -0.4692  -0.30
26 C 3.0243 -0.4021 -1.4265  -0.20
27 C 2.7004 -0.2409 -2.7627  -0.27
28 C 1.9024 0.8295 -3.1278  -0.17
29 C 1.4353 1.7189 -2.1814  -0.31
30 H 0.8148 2.5371 -2.5080  0.21
31 H 1.6389 0.9777 -4.1652  0.21
32 H 3.0688 -0.9316 -3.5059  0.21
33 H 3.6693 -1.2151 -1.1228  0.21
34 H 2.8370 0.3151 0.5573  0.22
35 C 1.5384 2.1947 1.5195  -0.43
36 H 1.2665 1.1704 1.7810  0.24
37 H 0.9503 2.8766 2.1317  0.20
38 H 2.5988 2.3531 1.7577  0.19
39 H 1.2081 4.4567 0.5882  0.20
40 H 1.5579 4.1019 -1.1030  0.20
41 H -2.5037 4.1400 0.2586  0.24
42 H -1.1911 4.2349 1.4579  0.19
43 C -3.7547 -0.6709 0.1505  -0.40
44 C -3.4728 -2.1562 0.3661  -0.42
45 C -2.3234 -2.6250 -0.5277  -0.22
46 H -2.0316 -3.6416 -0.2629  0.22
47 H -2.6215 -2.6004 -1.5809  0.20
48 H -4.3627 -2.7490 0.1496  0.21
49 H -3.1863 -2.3287 1.4050  0.22
50 H -4.5226 -0.3265 0.8450  0.22
51 H -4.1193 -0.4912 -0.8630  0.21
52 H -2.0904 -0.0560 1.3755  0.22
53 H -1.7547 -0.2671 -1.6511  0.21
54 H 2.5257 -2.2158 1.6037  0.22
55 H 3.2667 -3.4125 0.5317  0.21
56 H 1.1392 -4.0437 2.6300  0.23
57 H 2.8731 -4.3227 2.8390  0.21